(1)
Formula: C8H10BeF6NO7
Source: OMol25
Level of theory: ωB97M-V with the def2-TZVPD basis set

Geometry as XYZ:
```
33
Properties=species:S:1:pos:R:3:mulliken_charge:R:1
Be -0.72087 -3.52959 2.79625 1.264
N -1.63965 -3.44230 0.16727 1.327
O -1.29094 -4.54320 0.75790 -0.627
O -2.06880 -3.47844 -0.94472 -0.439
O -1.61866 -2.42345 0.89529 -0.579
C -0.06974 -1.47593 -2.82942 -0.690
C -0.57218 -0.40188 -3.77333 -0.367
O 0.05669 0.80678 -3.29443 -0.213
C -0.09358 1.90747 -4.00054 0.337
O -0.64821 1.99669 -5.05662 -0.505
C 0.34117 3.18552 -3.25325 0.834
F 0.37610 2.95326 -1.93169 -0.181
F 1.57969 3.57240 -3.61116 -0.263
F -0.46441 4.19811 -3.51384 -0.242
H -0.47911 -2.43516 -3.15113 0.414
H -0.37270 -1.33131 -1.79504 -0.083
H 1.01728 -1.54721 -2.82152 0.311
H -1.64517 -0.21472 -3.71425 0.323
H -0.33986 -0.62423 -4.81332 0.350
C 1.02580 0.45804 5.21350 -0.978
C 1.82512 0.46333 3.90608 -0.296
O 0.98409 0.90067 2.83696 -0.235
C 0.15518 0.10629 2.23853 0.222
O 0.06343 -1.07435 2.49746 -0.423
C -0.50503 0.82394 1.03568 0.915
F -0.27376 2.11860 1.07423 -0.228
F -0.15190 0.29320 -0.12238 -0.222
F -1.83915 0.65138 1.13797 -0.278
H 0.68874 1.48069 5.37905 0.329
H 1.57858 0.02825 6.04131 0.364
H 0.08717 -0.07227 5.03582 0.251
H 2.32202 -0.46569 3.61378 0.306
H 2.69266 1.11509 3.99956 0.303
```

## Properties
molar mass = 355.17 g mol⁻¹
frontier orbital gap = 3.407 eV
charge = +1
lowest unoccupied orbital energy = -0.348 Ha
highest occupied orbital energy = -12.87 eV
maximum force = 5.46 eV Å⁻¹

---

(2)
Formula: C8H10BrFNO3S
Source: OMol25
Level of theory: ωB97M-V with the def2-TZVPD basis set

Geometry as XYZ:
```
25
Properties=species:S:1:pos:R:3:mulliken_charge:R:1
C -2.11559 -1.88566 -1.48812 -1.373
C -0.97546 -1.72763 -0.49658 0.119
Br -0.65412 -3.41120 0.41976 -0.147
C 0.28282 -1.24993 -1.19733 -0.467
O 1.38343 -1.25447 -0.26554 -0.169
S 2.76259 -0.61340 -0.79168 0.531
O 3.73536 -0.96016 0.21610 -0.505
O 2.37277 0.98361 -0.63432 -0.446
C 1.44548 1.37818 0.33842 0.572
C 1.73825 1.32468 1.68324 -0.374
C 0.69695 1.64557 2.54355 -0.277
N -0.53534 1.96874 2.16780 -0.641
C -0.79476 2.04898 0.85578 -0.555
C 0.20687 1.78823 -0.08079 -0.226
H -2.98467 -2.32319 -1.00114 0.387
H -1.82022 -2.52740 -2.32086 0.375
H -2.39592 -0.90092 -1.86871 0.389
H -1.25767 -1.00082 0.26555 0.295
H 0.51681 -1.87098 -2.06768 0.418
H 0.09932 -0.22302 -1.51293 0.196
H 2.70818 1.01187 2.04493 0.400
H 0.88082 1.59615 3.61479 0.356
H -1.84258 2.22294 0.48847 0.534
H -0.02461 1.84817 -1.13901 0.533
F -3.42870 2.13166 0.22630 -0.927
```

## Properties
molar mass = 299.14 g mol⁻¹
frontier orbital gap = 7.091 eV
charge = -1
lowest unoccupied orbital energy = 0.097 Ha
highest occupied orbital energy = -4.46 eV
maximum force = 0.55 eV Å⁻¹

---

(3)
Formula: C8H10BrN
Source: OMol25
Level of theory: ωB97M-V with the def2-TZVPD basis set

Geometry as XYZ:
```
20
Properties=species:S:1:pos:R:3:mulliken_charge:R:1
C -2.65996 1.17300 -0.16654 -0.274
C -2.02426 1.04548 -1.37409 -0.568
C -2.11653 0.78117 1.00798 -0.542
C -0.76901 0.49211 -1.43657 -0.563
C -0.93394 -0.01237 0.94599 -0.228
C -0.18471 -0.03774 -0.20643 1.071
C 1.62579 -1.71484 0.68074 -1.336
C 1.06595 -0.72240 -0.33882 -0.123
N 2.36326 0.91853 -0.10559 -0.568
Br 4.04360 0.10325 -0.34945 -0.115
H -3.67185 1.61583 -0.10111 0.301
H -2.42419 1.29627 -2.30299 0.420
H -2.59255 1.06856 1.93563 0.393
H -0.11594 0.28262 -2.29754 0.247
H -0.55162 -0.38651 1.93127 0.249
H 0.87814 -2.48753 0.69669 0.420
H 2.54531 -2.19141 0.37460 0.399
H 1.83898 -1.33043 1.66074 0.357
H 1.28403 -0.79219 -1.46776 0.158
H 2.39952 0.89858 0.91325 0.300
```

## Properties
molar mass = 200.08 g mol⁻¹
frontier orbital gap (spin up / spin down) = 8.261 / 8.260 eV
lowest unoccupied orbital energy (spin up / spin down) = -0.002 / -0.002 Ha
highest occupied orbital energy (spin up / spin down) = -8.32 / -8.31 eV
maximum force = 4.49 eV Å⁻¹

---

(4)
Formula: C8H10BrNS
Source: OMol25
Level of theory: ωB97M-V with the def2-TZVPD basis set

Geometry as XYZ:
```
21
Properties=species:S:1:pos:R:3:mulliken_charge:R:1
C 1.99576 -0.15141 0.65106 -1.121
C 1.00757 -0.62818 -0.40198 0.082
S 0.87569 -2.44609 -0.30820 -0.259
C -0.41090 0.08095 0.08236 0.649
C -0.50150 1.45034 -0.43445 -0.847
C -1.29662 0.52720 -1.30955 -0.092
C -2.66501 0.26933 -1.23257 -0.588
C -3.16583 0.11291 0.04311 0.044
Br -5.02725 -0.14265 0.10811 -0.206
C -2.40758 -0.30944 1.16066 -0.327
N -1.12590 -0.52658 1.03976 -0.533
H 1.41054 0.06734 1.51860 0.346
H 2.51444 0.69759 0.15692 0.272
H 2.67974 -1.04741 0.83637 0.355
H 1.14261 -0.42214 -1.46793 0.348
H -0.02968 -2.33720 0.63993 0.180
H 0.40741 1.98357 -0.74113 0.240
H -1.05744 2.07929 0.14826 0.393
H -0.77050 0.24766 -2.28305 0.277
H -3.25009 0.13879 -2.06734 0.488
H -3.03670 -0.75599 2.01147 0.300
```

## Properties
molar mass = 232.15 g mol⁻¹
frontier orbital gap = 9.040 eV
lowest unoccupied orbital energy = 0.009 Ha
highest occupied orbital energy = -8.78 eV
SMILES = C[C@@H](S)[C@@]12C[C@@H]1C=C(Br)C=N2
maximum force = 4.02 eV Å⁻¹

---

(5)
Formula: C8H10ClNSn
Source: OMol25
Level of theory: ωB97M-V with the def2-TZVPD basis set

Geometry as XYZ:
```
21
Properties=species:S:1:pos:R:3:mulliken_charge:R:1
C 0.09586 -1.47118 -2.08548 -0.238
C -1.23596 -1.58153 -1.57507 -0.760
C -1.16041 -2.05600 -0.22417 -0.541
C 0.24213 -2.25115 0.09544 -0.547
C 0.99497 -1.94585 -1.09024 -0.716
Sn 0.04603 0.50871 0.67196 0.288
C -1.19066 2.11351 -1.02874 -1.225
C 0.01544 2.62561 -1.62066 0.017
C 0.68214 2.70882 -2.65569 -0.541
N 2.00886 0.68294 0.25708 -0.591
H -1.99871 -2.40192 0.38188 0.365
H -2.14634 -1.43294 -2.15536 0.498
H 0.63462 -2.70866 1.00107 0.467
H 2.06900 -2.03307 -1.19160 0.367
H 0.36661 -1.09216 -3.06405 0.394
H -1.65096 1.17924 -1.41990 0.355
H 1.95363 0.42260 -1.11852 0.075
H -1.52933 2.65674 -0.14003 0.407
H 0.03468 3.26164 -3.93673 0.241
H 1.83117 2.65202 -2.84470 0.235
Cl -0.21966 1.21123 2.83962 -0.550
```

## Properties
molar mass = 274.34 g mol⁻¹
frontier orbital gap (spin up / spin down) = 4.837 / 4.425 eV
charge = -2
lowest unoccupied orbital energy (spin up / spin down) = 0.215 / 0.208 Ha
highest occupied orbital energy (spin up / spin down) = 1.02 / 1.24 eV
maximum force = 6.90 eV Å⁻¹

---

(6)
Formula: C8H10CrF6NO3P
Source: OMol25
Level of theory: ωB97M-V with the def2-TZVPD basis set

Geometry as XYZ:
```
30
Properties=species:S:1:pos:R:3:lowdin_spin:R:1
Cr 0.02321 0.14968 0.86419 3.892
O -0.93322 1.84767 -0.12779 0.035
C -0.42741 2.12263 -1.44804 0.004
C 0.94483 1.52633 -1.59808 0.009
C 1.78461 1.91473 -2.62524 -0.001
C 3.00704 1.28587 -2.76230 0.009
C 3.36593 0.28631 -1.86729 -0.001
C 2.48712 -0.03808 -0.86144 0.014
N 1.29416 0.57569 -0.72456 0.009
H -1.89006 1.73340 -0.18591 0.002
H -0.38743 3.19837 -1.61215 0.001
H -1.09084 1.67315 -2.18877 0.000
H 1.47340 2.69597 -3.30595 0.000
H 3.67751 1.57207 -3.56191 0.000
H 4.31078 -0.23120 -1.94484 0.000
H 2.71852 -0.81403 -0.14354 0.003
F -1.29440 -0.85059 -1.18786 0.016
P -1.71056 -2.07418 -0.21090 0.004
F -2.18641 -0.89827 0.86617 0.049
F -0.09755 -1.80310 0.53907 0.045
F -1.03637 -3.10437 -1.18080 0.001
F -3.14700 -2.17993 -0.81739 0.001
F -1.95760 -3.16809 0.89740 0.001
C -1.65543 -1.57848 3.86566 0.011
O -1.11937 -0.18268 4.00350 0.144
C -0.66636 0.40890 2.97738 0.379
O -0.20105 1.49519 2.78794 0.367
H -1.63110 -1.94317 4.88318 0.001
H -0.99756 -2.12823 3.20347 0.004
H -2.65742 -1.49155 3.46680 0.001
```

## Properties
spin multiplicity = 6
molar mass = 365.13 g mol⁻¹
frontier orbital gap (spin up / spin down) = 9.752 / 7.846 eV
charge = +1
lowest unoccupied orbital energy (spin up / spin down) = -0.134 / -0.220 Ha
highest occupied orbital energy (spin up / spin down) = -13.39 / -13.83 eV
<S²> = 8.76
maximum force = 0.84 eV Å⁻¹

---

(7)
Formula: C8H10ErO5P
Source: OMol25
Level of theory: ωB97M-V with the def2-TZVPD basis set

Geometry as XYZ:
```
25
Properties=species:S:1:pos:R:3:lowdin_spin:R:1
O 3.84420 -1.15152 -3.72926 0.000
C 3.23389 -0.61339 -2.92793 -0.002
Er 1.27423 0.86446 0.08199 3.026
O 3.48115 -1.91620 0.06451 0.000
C 2.74617 -1.04565 -0.07726 -0.004
C 0.81639 0.83487 2.39068 -0.001
O 0.58163 0.78815 3.51982 0.001
C 0.10893 3.01716 -0.23483 -0.001
O -0.39042 4.04769 -0.14777 0.002
C 3.23345 2.31249 0.48162 -0.001
O 4.12999 2.96543 0.81398 0.002
H 1.59092 1.42260 -1.67467 -0.016
C -2.53311 -1.28141 -1.34240 -0.001
P -1.24587 -0.46604 -0.35401 -0.005
C -2.27813 0.53603 0.82222 0.000
C -0.76603 -1.84368 0.80457 0.000
H -3.02695 -0.53200 -1.98338 0.000
H -3.26516 -1.75324 -0.65936 0.000
H -2.06329 -2.04110 -1.98909 0.000
H -3.13673 -0.10011 1.10483 0.000
H -1.68032 0.81930 1.71452 0.000
H -2.59876 1.44233 0.28014 0.000
H -1.70957 -2.34216 1.08724 0.000
H -0.09662 -2.52487 0.25216 0.000
H -0.24999 -1.43915 1.70170 0.000
```

## Properties
spin multiplicity = 4
molar mass = 384.40 g mol⁻¹
frontier orbital gap (spin up / spin down) = 7.151 / 7.246 eV
charge = +2
lowest unoccupied orbital energy (spin up / spin down) = -0.357 / -0.354 Ha
highest occupied orbital energy (spin up / spin down) = -16.87 / -16.88 eV
<S²> = 3.75
maximum force = 7.53 eV Å⁻¹

---

(8)
Formula: C8H10EuF3NO3S
Source: OMol25
Level of theory: ωB97M-V with the def2-TZVPD basis set

Geometry as XYZ:
```
27
Properties=species:S:1:pos:R:3:lowdin_spin:R:1
C -0.60115 0.88702 -1.96176 0.000
C 0.79866 0.94808 -1.66754 -0.001
C 0.98468 1.82917 -0.56118 -0.004
C -0.29456 2.32377 -0.17412 0.000
C -1.28022 1.73794 -1.02866 0.000
Eu -0.36749 -0.85261 0.43816 4.928
N -3.65967 -0.11661 0.22247 0.974
C 0.71784 -2.62336 -0.28619 0.011
C 1.80704 -1.91934 -0.68824 0.045
H 1.93667 2.09563 -0.10047 0.000
H 1.58767 0.40965 -2.18898 0.000
H -0.48108 3.06137 0.60736 0.000
H -2.35575 1.92560 -0.98590 0.002
H -1.06225 0.33643 -2.78513 0.001
H 1.95166 -1.65120 -1.74188 0.001
H 0.67234 -3.13138 0.69867 -0.001
H -4.27395 -0.96383 0.14178 0.048
H 2.63376 -1.67091 -0.00705 0.004
H -0.07880 -2.88589 -1.02527 0.002
F -1.05493 0.04922 5.11020 0.000
C -0.23860 -0.63258 4.27918 0.000
F 0.71277 -1.26250 5.00084 0.000
F -0.98555 -1.58687 3.62051 -0.002
S 0.52054 0.46309 2.99899 -0.001
O -0.66749 0.82166 2.17939 -0.004
O 1.16447 1.55019 3.66945 0.000
O 1.34266 -0.50345 2.22695 -0.002
```

## Properties
spin multiplicity = 7
molar mass = 409.20 g mol⁻¹
frontier orbital gap (spin up / spin down) = 5.790 / 4.886 eV
charge = -1
lowest unoccupied orbital energy (spin up / spin down) = 0.088 / 0.089 Ha
highest occupied orbital energy (spin up / spin down) = -3.40 / -2.45 eV
<S²> = 12.03
maximum force = 6.25 eV Å⁻¹

---

(9)
Formula: C8H10F2
Source: OMol25
Level of theory: ωB97M-V with the def2-TZVPD basis set

Geometry as XYZ:
```
20
Properties=species:S:1:pos:R:3:mulliken_charge:R:1
C 0.41006 -1.71716 -3.35315 -1.293
C 0.83905 -1.47752 -2.18033 0.457
C 1.29622 -1.15905 -1.04329 0.896
C 1.47914 -1.05770 0.24700 -0.171
F 2.35581 -0.31495 0.95982 -0.230
F 0.90414 -2.02905 1.05531 -0.233
H 0.41116 -1.24688 -4.24494 0.355
H -0.13336 -2.64006 -3.34237 0.228
C -1.46670 -0.30058 0.96986 -0.988
C -0.80266 0.85326 1.01884 0.890
C -0.48158 1.56707 -0.24478 -1.482
C -0.12640 1.38968 2.27278 -0.966
H -2.16402 -0.51788 0.06781 0.200
H -1.56874 -0.92600 1.77114 0.377
H 0.51891 1.41789 -0.48385 0.347
H -0.48020 2.62740 -0.07505 0.425
H -1.00347 1.11703 -1.07060 0.360
H 0.55972 0.57595 2.44159 0.249
H -0.92238 1.39380 3.07335 0.308
H 0.37532 2.44476 2.16086 0.273
```

## Properties
molar mass = 144.16 g mol⁻¹
frontier orbital gap = 9.033 eV
lowest unoccupied orbital energy = 0.008 Ha
highest occupied orbital energy = -8.80 eV
SMILES = C=C=C=C(F)F.C=C(C)C
maximum force = 3.81 eV Å⁻¹

---

(10)
Formula: C8H10FIO3P2Zn
Source: OMol25
Level of theory: ωB97M-V with the def2-TZVPD basis set

Geometry as XYZ:
```
26
Properties=species:S:1:pos:R:3:mulliken_charge:R:1
C -0.70821 -3.13866 1.61188 -0.606
C -0.56215 -2.30165 0.50454 -0.181
P 0.82235 -1.10061 0.25088 0.643
F 2.33365 -1.51555 -0.47349 -0.349
I 1.75398 -1.44527 2.51911 0.064
C 0.38869 0.69527 0.59676 0.270
C -0.74821 0.95149 1.51605 -0.354
C -1.09997 2.33610 1.76072 -0.580
C -0.34087 3.41481 1.08175 -0.342
C 0.77904 3.15735 0.19629 -0.680
C 1.14466 1.76639 -0.05576 0.068
P 0.08441 -0.73650 -1.83162 1.030
O 1.16722 0.01232 -2.68381 -0.636
O -0.28326 -2.13727 -2.65959 -0.552
O -1.24533 0.24266 -1.68652 -0.382
H -0.04126 -3.99986 1.85384 0.386
H -1.60323 -2.96718 2.26919 0.276
H -1.36320 -2.33774 -0.28109 0.295
H -1.28057 0.09910 1.99067 0.334
H -1.96288 2.55963 2.43244 0.381
H -0.60330 4.48868 1.25692 0.387
H 1.37699 3.94095 -0.32323 0.385
H 1.96876 1.47432 -0.74335 0.349
H -0.53262 -1.90182 -3.58469 0.382
H -1.99668 -0.10866 -2.21042 0.377
Zn 2.55200 -1.44830 -3.30746 1.034
```

## Properties
molar mass = 427.40 g mol⁻¹
frontier orbital gap = 2.935 eV
charge = +2
lowest unoccupied orbital energy = -0.440 Ha
highest occupied orbital energy = -14.92 eV
maximum force = 2.97 eV Å⁻¹